This record from the Open Molecules 2025 dataset describes C2HNaO3 as an isolated structure in a non-equilibrium geometry. The level of theory is ωB97M-V/def2-TZVPD.

The geometry in XYZ format:
```
7
Properties=species:S:1:pos:R:3:forces:R:3
O 2.549967 -0.457640 -0.155009 0.368 -0.248 -0.636
H 2.661452 -0.863419 0.720723 -0.117 0.006 -0.045
O -1.078587 0.384864 -0.602948 0.309 0.137 -1.049
O -1.746847 0.210875 0.540508 -0.378 -0.089 0.556
C 0.152932 0.004428 -0.575861 0.652 -0.328 0.242
C 1.323089 -0.307542 -0.483999 -0.995 0.603 0.927
Na -3.862007 1.028433 0.556586 0.161 -0.080 0.006
```
Positions in Å, forces in eV/Å.

## Properties
energy	-12636.2931	eV
expectation value of S²	0.764
E_HOMO (spin up / spin down)	-13.51 / -13.80	eV
total charge	+1
multiplicity	2